The following is a DFT calculation (ωB97M-V with the def2-TZVPD basis set) of a cluster of 13 separate species, C6H34O13 in total.

The geometry in XYZ format:
```
53
Properties=species:S:1:pos:R:3:nbo_charge:R:1
O 0.14 0.45 -4.63 -0.9441
O -0.10 -4.80 0.53 -0.9386
O -3.65 2.29 -1.89 -0.9364
O 3.02 0.60 -0.25 -0.9804
O -1.40 2.57 -0.32 -0.9889
O 1.52 1.26 -2.38 -1.0301
O -3.95 1.80 1.06 -0.5377
O 2.96 0.98 -4.42 -0.9337
O 1.31 2.86 -0.07 -0.9656
O 2.83 -1.91 -1.11 -0.9653
O 3.14 -4.03 0.66 -0.9543
O 0.67 -2.23 -3.04 -0.9705
O 1.29 1.80 3.32 -0.9516
C -3.55 1.26 2.05 0.4542
C -1.71 0.18 3.29 -0.4445
C -1.47 -1.06 2.38 0.0156
C -1.11 -0.92 0.88 -0.6765
C -2.17 1.43 2.65 -0.5585
C -1.58 -2.27 2.92 -0.3924
H -4.34 1.71 -1.66 0.4811
H 0.82 -4.65 0.89 0.4827
H 2.59 -0.97 -1.12 0.4772
H 0.80 0.50 -5.28 0.4690
H 3.87 0.27 0.18 0.5061
H -2.34 2.77 -0.30 0.5321
H 1.02 3.02 0.87 0.4792
H 0.09 -2.45 -3.83 0.4869
H -2.57 -0.21 3.93 0.2210
H 2.15 0.95 -1.61 0.5247
H 0.40 1.71 3.50 0.4725
H -2.19 2.32 3.37 0.2463
H 2.83 -3.21 0.27 0.4929
H -1.59 0.00 0.34 0.2153
H -2.86 1.76 -1.94 0.4625
H -1.63 -1.80 0.49 0.2354
H 1.72 2.45 3.86 0.4814
H -0.09 -0.92 0.51 0.2431
H 0.40 2.97 -0.29 0.4753
H -0.60 -4.37 1.22 0.4514
H -1.26 -3.31 2.56 0.1850
H 2.42 1.66 -4.65 0.4486
H -1.81 -2.45 3.96 0.1948
H -0.87 0.39 4.07 0.2176
H 2.41 -2.16 -1.89 0.4897
H 0.86 1.94 -2.04 0.4863
H -1.08 2.52 -1.30 0.4670
H 2.82 1.20 0.55 0.5191
H 2.99 1.21 -3.50 0.4791
H -1.40 1.69 1.83 0.2547
H -4.20 0.44 2.45 0.1182
H 3.07 -4.56 -0.04 0.4535
H 0.69 -1.19 -3.14 0.4800
H 0.68 0.52 -3.92 0.4694
```

As for the HOMO-LUMO gap: 9.7 eV. For the HOMO energy, the calculation gives -9.87 eV.

---

The following is a DFT calculation (ωB97M-V with the def2-TZVPD basis set) of an isolated molecule of C7H9Cl.

The geometry in XYZ format:
```
17
Properties=species:S:1:pos:R:3:nbo_charge:R:1
Cl 2.74 -1.16 -0.17 0.0264
C -0.88 0.65 -0.43 -0.6172
C 0.69 -0.08 1.41 -0.3991
C -0.22 -1.68 -0.48 -0.6155
C 2.22 2.60 -0.16 -0.1989
C 0.12 -0.33 0.01 -0.0516
C 2.03 1.42 -0.07 -0.0054
C 1.58 0.07 0.17 -0.1557
H -0.51 -1.68 -1.52 0.2275
H -1.83 0.40 -0.01 0.2172
H 0.91 -0.99 1.95 0.2259
H -0.98 -2.04 0.32 0.2183
H 0.75 -2.27 -0.27 0.2286
H -0.96 0.82 -1.59 0.2178
H 0.19 0.78 1.92 0.2421
H 2.55 3.53 -0.05 0.2112
H -0.75 1.76 -0.19 0.2285
```

As for the HOMO-LUMO gap: 10.3 eV. For the HOMO energy, the calculation gives -9.47 eV. The SMILES is C#C[C@@]1(Cl)CC1(C)C.

---

The following is a DFT calculation (ωB97M-V with the def2-TZVPD basis set) of an isolated molecule of C3H6N2O.

The geometry in XYZ format:
```
12
Properties=species:S:1:pos:R:3:nbo_charge:R:1
O 0.05 1.66 0.37 -0.6018
N 2.39 -1.50 -0.01 -0.6690
N 0.26 -0.56 0.01 -0.6433
C -0.49 0.59 0.13 0.6865
C -1.99 0.56 -0.08 -0.7170
C 1.65 -0.47 0.01 0.2726
H -2.52 0.44 0.87 0.2427
H 3.36 -1.21 -0.03 0.3466
H -2.36 -0.18 -0.79 0.2224
H -2.19 1.57 -0.43 0.2523
H 1.97 0.58 0.02 0.1930
H -0.14 -1.49 -0.08 0.4150
```

As for the HOMO-LUMO gap: 10.8 eV. For the HOMO energy, the calculation gives -9.96 eV. The SMILES is [H]/N=C/NC(C)=O.

---

The following is a DFT calculation (ωB97M-V with the def2-TZVPD basis set) of a cluster of 2 separate species, C6H9N in total.

The geometry in XYZ format:
```
16
Properties=species:S:1:pos:R:3:nbo_charge:R:1
N 0.72 0.87 1.07 -0.5785
C -2.38 -0.37 -0.36 -0.6393
C 2.52 -0.63 0.33 -0.3687
C -0.58 1.08 0.87 0.0713
C 1.23 -0.37 0.56 0.1149
C 0.02 -1.08 0.15 -0.2369
C -1.01 -0.22 0.22 -0.0756
H -2.53 0.36 -1.16 0.2306
H -2.53 -1.37 -0.79 0.2119
H 3.29 0.10 0.54 0.2055
H 1.33 1.61 1.39 0.4056
H -3.15 -0.18 0.40 0.2296
H 2.84 -1.53 -0.20 0.2165
H 0.01 -2.11 -0.18 0.2234
H -0.11 2.02 -1.13 0.0038
H 0.34 1.82 -1.70 -0.0140
```

As for the HOMO-LUMO gap: 8.2 eV. For the HOMO energy, the calculation gives -8.46 eV.